C14H20CaN2O4S2 | ωB97M-V/def2-TZVPD

## Properties
E_LUMO, eV: 0.2
Relative energy (zero: lowest compared OMol25 entry of this formula, charge and spin), kcal per mole: 6.4
E, eV: -66124.2602

ORCA input file:
```
! wB97M-V def2-TZVPD RIJCOSX def2/J DEFGRID3
* xyz 0 1
Ca 0.081 0.964 -0.123
C -2.104 0.665 2.061
C -1.010 0.104 2.953
O 0.160 0.010 2.146
C 1.340 -0.335 2.859
C 2.500 -0.231 1.879
O 2.111 -0.652 0.563
C 1.860 -2.044 0.455
C 0.921 -2.263 -0.702
O -0.290 -1.527 -0.542
C -1.216 -2.089 0.389
C -2.400 -1.157 0.441
O -1.994 0.176 0.724
H -1.997 1.747 1.980
H -3.089 0.441 2.473
H -1.256 -0.889 3.341
H -0.838 0.790 3.782
H 1.219 -1.343 3.268
H 1.505 0.362 3.682
H 3.346 -0.821 2.238
H 2.807 0.803 1.769
H 1.427 -2.429 1.382
H 2.791 -2.587 0.270
H 0.711 -3.329 -0.816
H 1.373 -1.899 -1.624
H -0.752 -2.194 1.372
H -1.541 -3.075 0.044
H -3.133 -1.509 1.170
H -2.871 -1.120 -0.540
S -1.828 2.544 -1.303
C -0.941 1.926 -2.654
C -1.287 2.235 -3.995
C -0.539 1.749 -5.034
C 0.580 0.944 -4.778
C 0.865 0.672 -3.469
N 0.137 1.124 -2.428
H -2.146 2.871 -4.159
H -0.806 1.994 -6.056
H 1.202 0.554 -5.572
H 1.726 0.060 -3.214
S 1.738 3.018 0.552
C 1.036 2.946 2.073
N 0.599 2.793 3.142
*
```

Atomic partial charges in e from the Löwdin method, atoms 1 to 4: 1.1177, -0.1483, -0.1736, -0.2889

C5H11NO4 | ωB97M-V/def2-TZVPD

## Properties
E_LUMO, eV: 0.2
SMILES string: CC(C)(O)[C@@](C)(O)[N+](=O)[O-]
Relative energy (zero: lowest compared OMol25 entry of this formula, charge and spin), kcal per mole: 132.9
E, eV: -15038.8376

ORCA input file:
```
! wB97M-V def2-TZVPD RIJCOSX def2/J DEFGRID3
* xyz 0 1
C 0.737 1.566 1.018
C -0.582 1.205 -1.312
C 0.442 -1.619 1.338
C 0.514 0.740 -0.225
C -0.331 -0.729 0.322
N -0.655 -1.364 -0.915
O 0.223 -1.861 -1.548
O -1.795 -1.224 -1.278
O 1.715 0.263 -0.671
O -1.545 -0.405 0.903
H 1.708 1.398 1.123
H 0.045 1.153 1.707
H 0.601 2.679 0.810
H -0.791 0.597 -2.165
H -0.199 2.141 -1.675
H -1.393 1.432 -0.771
H 0.298 -1.342 2.376
H 1.494 -1.533 1.046
H 0.306 -2.600 1.117
H 1.522 0.097 -1.581
H -2.315 -0.593 0.383
*
```

Atomic partial charges in e from the Löwdin method, atoms 1 to 4: 0.0237, 0.0240, 0.0477, -0.4270

C21H27N3O5S2 | ωB97M-V/def2-TZVPD

## Properties
E_LUMO, eV: 0.5
SMILES string: CCN(CC(=O)NCc1cccs1)C(=O)c1cc(S(=O)(=O)N2CCOCC2)ccc1C
Relative energy (zero: lowest compared OMol25 entry of this formula, charge and spin), kcal per mole: 2.7
E, eV: -58593.9018

ORCA input file:
```
! wB97M-V def2-TZVPD RIJCOSX def2/J DEFGRID3
* xyz 0 1
C -0.132 -2.885 -1.724
H 0.833 -2.491 -1.418
H -0.096 -3.082 -2.792
H -0.307 -3.826 -1.209
C -1.251 -1.889 -1.431
N -1.492 -1.710 -0.012
C -1.090 -0.641 0.699
O -1.477 -0.426 1.841
C -0.103 0.262 0.023
C 1.222 -0.137 -0.062
C 2.146 0.693 -0.664
C 1.778 1.924 -1.168
C 0.459 2.334 -1.051
C -0.494 1.517 -0.457
C -1.921 1.947 -0.333
H -2.579 1.257 -0.863
H -2.067 2.945 -0.736
H -2.218 1.942 0.715
H 0.164 3.301 -1.431
H 2.524 2.538 -1.646
S 3.820 0.087 -0.799
O 4.597 1.032 -1.554
O 3.773 -1.273 -1.254
N 4.243 0.055 0.825
C 5.152 -1.001 1.228
H 5.017 -1.169 2.301
C 6.601 -0.608 0.931
H 6.733 -0.529 -0.159
O 6.925 0.620 1.547
C 6.092 1.659 1.079
H 6.226 1.792 -0.004
C 4.617 1.350 1.360
H 4.436 1.330 2.440
H 3.975 2.101 0.898
H 6.407 2.561 1.605
H 7.298 -1.344 1.335
H 4.874 -1.895 0.671
H 1.552 -1.084 0.333
C -2.369 -2.676 0.627
H -2.094 -2.754 1.681
H -2.252 -3.643 0.136
C -3.832 -2.225 0.501
O -4.597 -2.707 -0.308
N -4.150 -1.247 1.366
H -3.399 -0.819 1.902
C -5.444 -0.592 1.332
C -5.427 0.615 0.450
C -5.450 0.643 -0.911
C -5.381 1.952 -1.437
C -5.301 2.899 -0.469
S -5.302 2.213 1.107
H -5.245 3.964 -0.577
H -5.398 2.175 -2.489
H -5.523 -0.248 -1.510
H -6.155 -1.323 0.935
H -5.725 -0.318 2.351
H -1.005 -0.921 -1.874
H -2.187 -2.242 -1.875
*
```

Atomic partial charges in e from the Löwdin method, atoms 1 to 4: -0.0481, 0.0592, 0.0804, 0.0739

C22H65NO11 | ωB97M-V/def2-TZVPD

## Properties
E_LUMO, eV: 0.7
SMILES string: COC[C@H](C)N.OCCO.CCO.CCO.CCO.CCO.CCO.CCO.CCO.CCO
Relative energy (zero: lowest compared OMol25 entry of this formula, charge and spin), kcal per mole: 7.5
E, eV: -47877.1857

ORCA input file:
```
! wB97M-V def2-TZVPD RIJCOSX def2/J DEFGRID3
* xyz 0 1
C -18.521 -15.579 7.061
C -17.390 -14.609 7.380
O -16.790 -13.979 6.212
H -19.496 -15.231 6.817
H -18.632 -16.241 7.929
H -18.169 -16.230 6.233
H -16.598 -15.157 7.851
H -17.668 -13.758 7.974
H -17.369 -13.277 5.866
C -18.848 -12.693 3.413
C -18.357 -11.480 4.175
O -18.468 -11.692 5.596
H -18.914 -12.296 2.365
H -19.862 -13.038 3.751
H -18.139 -13.437 3.589
H -19.004 -10.595 3.960
H -17.310 -11.202 3.964
H -17.989 -10.986 6.111
C -11.957 -12.657 6.200
C -13.328 -12.921 5.606
O -14.229 -13.150 6.737
H -11.613 -13.452 6.931
H -12.112 -11.742 6.764
H -11.288 -12.586 5.320
H -13.262 -13.899 5.095
H -13.744 -12.113 5.040
H -15.148 -13.419 6.455
C -15.866 -9.605 2.350
C -14.701 -10.481 2.067
O -13.469 -9.751 2.089
H -15.872 -9.484 3.458
H -16.785 -10.128 1.965
H -15.924 -8.591 1.932
H -14.721 -10.837 1.018
H -14.700 -11.305 2.835
H -13.256 -9.363 2.994
C -11.431 -7.369 4.343
C -12.717 -6.549 4.143
O -13.655 -6.970 5.125
H -10.927 -6.999 5.256
H -10.795 -7.275 3.511
H -11.632 -8.446 4.656
H -13.101 -6.729 3.134
H -12.516 -5.473 4.258
H -14.000 -6.162 5.548
C -17.293 -10.351 13.675
C -16.972 -10.276 12.207
O -15.886 -9.361 11.899
H -16.538 -10.766 14.308
H -18.245 -10.870 13.845
H -17.465 -9.370 14.073
H -17.861 -9.929 11.710
H -16.769 -11.239 11.904
H -15.161 -9.582 12.483
C -15.583 -10.131 6.404
C -16.061 -10.044 7.855
O -17.498 -9.970 7.821
H -14.481 -10.138 6.308
H -15.998 -9.236 5.919
H -15.904 -11.011 5.976
H -15.693 -9.150 8.315
H -15.862 -10.938 8.364
H -17.627 -9.007 7.787
C -12.933 -6.693 10.285
C -13.993 -7.031 9.213
O -15.308 -6.893 9.650
H -12.832 -7.466 11.055
H -13.273 -5.794 10.765
H -11.992 -6.488 9.786
H -13.853 -8.065 8.986
H -13.949 -6.426 8.312
H -15.442 -7.422 10.484
C -16.979 -6.526 5.333
C -16.656 -6.366 6.789
C -16.130 -4.984 7.145
O -14.929 -4.719 6.480
C -14.851 -3.342 6.068
N -17.852 -6.685 7.659
H -16.079 -6.387 4.825
H -17.677 -5.754 4.963
H -17.373 -7.478 4.966
H -15.867 -7.133 7.069
H -15.967 -4.982 8.242
H -16.846 -4.220 6.796
H -14.858 -2.586 6.890
H -15.594 -3.105 5.301
H -13.845 -3.151 5.670
H -17.470 -6.456 8.576
H -18.674 -6.175 7.417
C -13.161 -12.289 10.158
C -13.321 -11.062 11.016
O -13.441 -9.837 10.277
O -14.303 -12.687 9.507
H -12.756 -13.083 10.801
H -12.361 -12.011 9.413
H -12.476 -10.985 11.625
H -14.215 -11.173 11.687
H -14.236 -9.983 9.766
H -14.127 -12.782 8.565
*
```

Atomic partial charges in e from the Löwdin method, atoms 1 to 4: -0.0759, -0.2516, -0.1267, 0.0558